Entry 1:
A 2-piece molecular cluster, CHNO2S overall, computed with ωB97M-V with the def2-TZVPD basis set.

```
6
Properties=species:S:1:pos:R:3:lowdin_charge:R:1
O -1.9134 -1.5555 0.5348 0.210
C -1.6501 -0.4747 0.1896 -0.396
O -1.2728 0.5541 -0.2211 0.158
N 1.9076 0.1708 -0.3800 -0.542
S 2.0479 1.5218 0.3204 0.584
H 0.8808 -0.2165 -0.4438 -0.015
```

Gap between HOMO and LUMO (alpha / beta): 0.272 / 0.272 Ha
Lowest unoccupied orbital energy (alpha / beta): -0.041 / -0.041 hartree
Energy: -17472.11615 eV
ΔE to the lowest compared entry with this formula, charge and spin: 1.4 kcal/mol
Highest occupied orbital energy (alpha / beta): -8.527 / -8.526 eV
SMILES: O=C=O.N=S

Entry 2:
A single C5H8O2 molecule, computed with ωB97M-V with the def2-TZVPD basis set.

```
15
Properties=species:S:1:pos:R:3:lowdin_charge:R:1
C -1.1326 -1.1784 -0.4558 -0.268
O -1.5071 -0.1190 0.3036 -0.080
C -0.4410 0.8207 0.6665 -0.291
C 0.2749 1.2257 -0.6072 -0.047
C 1.2061 -0.1936 -0.4037 -0.143
C 0.7652 -0.0089 1.1189 -0.080
O 0.2969 -1.3048 -0.7381 -0.185
H -1.7136 -1.2745 -1.4144 0.127
H -1.3469 -2.2766 -0.0233 0.156
H -0.7959 1.6679 1.1647 0.128
H -0.5819 1.4450 -1.4081 0.157
H 0.7663 2.1512 -0.5886 0.070
H 2.1974 -0.5990 -0.9086 0.173
H 0.5779 -1.0645 1.6036 0.158
H 1.4345 0.7087 1.6904 0.126
```

Gap between HOMO and LUMO: 0.363 Ha
Lowest unoccupied orbital energy: 0.036 hartree
Energy: -9405.76870 eV
ΔE to the lowest compared entry with this formula, charge and spin: 93.7 kcal/mol
Highest occupied orbital energy: -8.905 eV
SMILES: C1O[C@H]2C[C@H](C2)O1

Entry 3:
C30H38BCsN4O4Si as an isolated structure, computed with ωB97M-V with the def2-TZVPD basis set.

```
79
Properties=species:S:1:pos:R:3:lowdin_charge:R:1
Cs 0.1990 -0.3285 -0.9780 0.740
C -1.3453 2.2694 1.4955 -0.082
O -0.1459 1.5020 1.5899 -0.174
C 0.2420 1.0753 2.8098 -0.259
C -0.5294 1.2214 3.9597 -0.032
C -0.0750 0.7238 5.1758 -0.109
C 1.1499 0.0857 5.2597 -0.115
C 1.9257 -0.0526 4.1153 -0.043
C 1.4962 0.4382 2.8891 -0.210
N 2.2316 0.2420 1.6835 0.063
N 3.4726 0.2788 1.9069 0.054
C 4.3807 0.0116 0.9134 -0.152
C 4.0684 -0.5476 -0.3736 -0.394
O 2.9275 -0.8570 -0.7794 -0.246
C 5.2160 -0.7995 -1.2490 -0.010
C 6.4865 -0.5383 -0.8928 -0.054
C 6.8072 0.0098 0.3928 -0.193
C 8.1372 0.2762 0.7573 -0.072
C 8.4497 0.7998 1.9882 -0.131
C 7.4060 1.0733 2.8860 -0.117
C 6.0979 0.8271 2.5497 -0.042
C 5.7477 0.2788 1.2905 -0.112
H -2.2100 1.6914 1.8310 0.071
H -1.4552 2.5048 0.4366 0.026
H -1.2499 3.1877 2.0843 0.097
H -1.4922 1.7073 3.9047 0.101
H -0.6980 0.8332 6.0557 0.092
H 1.4977 -0.3161 6.2035 0.088
H 2.8814 -0.5592 4.1435 0.102
H 4.9712 -1.2183 -2.2182 0.106
H 7.3036 -0.7422 -1.5794 0.101
H 8.9216 0.0575 0.0392 0.098
H 9.4789 1.0017 2.2595 0.082
H 7.6327 1.4923 3.8603 0.087
H 5.3031 1.0524 3.2462 0.093
N -0.2343 -2.4405 2.2357 0.030
C -1.4116 -2.6607 3.0747 -0.291
C -2.5812 -1.8219 2.5759 -0.212
C -3.0714 -2.2797 1.2110 -0.235
C -4.1691 -1.4238 0.6005 -0.293
N -3.7577 -0.0157 0.5174 0.014
H 0.5016 -3.0977 2.4614 0.069
H 0.1461 -1.5175 2.4099 0.031
H -1.2284 -2.4438 4.1379 0.095
H -1.6776 -3.7208 3.0022 0.105
H -2.2724 -0.7728 2.5334 0.089
H -3.3963 -1.8667 3.3092 0.110
H -3.4335 -3.3117 1.2814 0.109
H -2.2368 -2.3165 0.5051 0.055
H -5.0745 -1.4748 1.2181 0.101
H -4.4085 -1.8474 -0.3819 0.077
H -4.3419 0.4822 -0.1442 0.067
H -2.8250 0.0326 0.1158 0.031
C -1.4553 -3.7598 -4.0904 -0.340
Si -2.3735 -2.9682 -2.5678 0.432
C -3.9481 -2.3422 -3.5216 -0.329
C -3.1623 -4.5974 -1.8448 -0.329
H -2.1171 -4.4205 -4.6709 -0.007
H -0.5889 -4.3474 -3.7678 -0.014
H -1.0823 -2.9815 -4.7646 -0.012
H -4.3665 -3.1312 -4.1646 -0.004
H -3.7091 -1.4796 -4.1516 -0.007
H -4.7367 -2.0223 -2.8308 -0.019
H -3.6638 -5.1845 -2.6284 -0.006
H -3.9060 -4.3652 -1.0735 -0.019
H -2.4036 -5.2340 -1.3763 -0.009
O -1.6444 2.5016 -3.6422 0.025
B -1.5815 2.7115 -2.2025 -0.322
O -2.0532 4.0912 -2.0481 0.019
C -2.3511 4.5937 -3.2674 -0.269
C -2.8227 5.8443 -3.6063 -0.023
C -3.0454 6.1078 -4.9621 -0.137
C -2.7978 5.1419 -5.9278 -0.134
C -2.3180 3.8761 -5.5762 -0.015
C -2.1018 3.6244 -4.2379 -0.264
H -3.0112 6.5902 -2.8442 0.104
H -3.4161 7.0813 -5.2619 0.080
H -2.9790 5.3708 -6.9716 0.082
H -2.1235 3.1136 -6.3195 0.108
```

Gap between HOMO and LUMO: 0.163 Ha
Lowest unoccupied orbital energy: 0.143 hartree
Total charge: -2
Energy: -54979.75940 eV
ΔE to the lowest compared entry with this formula, charge and spin: 6.8 kcal/mol
Highest occupied orbital energy: -0.557 eV

no.,maximum force (eV/A)
1,2.648
2,4.203
3,0.390